1.
Computed, not measured: a cluster of 2 separate species, C4H9O3 in total in a non-equilibrium geometry, with the ωB97M-V functional and the def2-TZVPD basis.

Structure (XYZ):
```
16
Properties=species:S:1:pos:R:3:forces:R:3
C 2.239 -1.384 0.145 -0.3 0.6 -1.1
H -1.352 -0.322 -1.571 -0.2 -0.6 0.3
O -0.715 0.834 1.416 -0.3 0.9 -0.3
H 2.320 -0.067 -1.223 -0.1 0.4 -0.3
O -0.850 -1.288 0.749 -0.3 0.5 -0.2
C -1.400 1.793 -1.141 -0.4 -1.6 1.9
H 2.141 -2.251 -0.525 0.2 -0.1 0.2
H -2.785 0.197 -0.586 0.0 -0.3 -0.3
H -1.638 2.300 -0.202 -0.3 0.6 -0.4
O 2.956 -0.325 -0.560 0.2 -0.7 0.5
C -1.709 0.291 -0.747 0.5 2.4 -0.4
H 1.224 -1.019 0.323 0.2 -0.4 0.7
H -0.318 1.907 -1.185 0.0 0.1 -0.7
C -1.038 -0.036 0.597 0.5 -2.4 0.2
H -1.994 2.093 -1.994 0.2 0.4 -0.2
H 2.779 -1.665 1.041 0.0 0.2 0.1
```
Positions in Å, forces in eV/Å.

## Properties
gap between HOMO and LUMO: 7.9 eV
LUMO: 3.8954 eV
total charge: -1
energy relative to the best compared isomer or geometry (same formula, charge and spin): 27.7 kcal/mol
total energy: -10437.264 eV


2.
Computed, not measured: the ion C6H11O with charge +1 in a non-equilibrium geometry, with the ωB97M-V functional and the def2-TZVPD basis.

Structure (XYZ):
```
18
Properties=species:S:1:pos:R:3:forces:R:3
H 2.465 -0.152 -0.415 0.0 -0.4 0.0
H 2.759 2.132 0.123 -1.1 -0.3 0.1
C 1.625 0.369 0.008 4.6 1.1 0.7
C 1.688 1.819 0.007 1.1 0.9 -1.5
C -0.667 0.418 0.561 -0.5 1.4 1.1
H -1.574 -2.678 0.187 0.8 2.0 -1.3
H 1.040 2.385 0.660 0.1 0.0 0.2
H -0.609 1.395 0.077 -0.7 -0.3 0.4
H -2.544 0.075 -0.161 -1.6 0.4 -1.2
H 1.097 -1.967 -1.046 -2.0 0.5 1.0
C -1.849 -0.457 0.399 2.2 -0.3 -2.7
H -1.559 -1.701 -1.390 -0.6 -0.2 0.3
C 0.236 -1.499 -0.440 0.5 -3.5 -1.2
C -1.250 -1.662 -0.337 -0.6 -3.3 -0.3
H 1.458 2.047 -1.065 0.0 0.7 0.5
H -2.248 -0.704 1.304 -1.0 -0.8 2.4
O 0.498 -0.253 -0.119 -2.7 1.5 1.5
H -0.566 0.430 1.646 1.5 0.5 -0.2
```
Positions in Å, forces in eV/Å.

## Properties
gap between HOMO and LUMO (alpha / beta): 8.7 / 8.6 eV
LUMO (alpha / beta): -4.0878 / -4.1030 eV
total charge: +1
energy relative to the best compared isomer or geometry (same formula, charge and spin): 108.9 kcal/mol
total energy: -8434.755 eV


3.
Computed, not measured: a structure of composition C30H32Cl2CrIN3O2Si in a non-equilibrium geometry, with the ωB97M-V functional and the def2-TZVPD basis.

Structure (XYZ):
```
72
Properties=species:S:1:pos:R:3:forces:R:3
N 0.566 -1.022 0.353 -0.3 0.0 0.0
Cl -1.893 -3.625 -3.863 0.0 0.0 0.0
H 0.287 5.653 0.959 0.0 0.0 0.0
C 1.595 -3.220 0.951 -0.1 0.1 0.0
C -2.400 2.265 1.030 -0.3 -0.5 -0.6
H -3.285 -5.598 -2.386 0.0 0.0 0.0
H -4.263 -2.250 3.383 0.0 0.0 0.0
C 0.626 -1.731 2.765 0.2 0.0 -0.1
N -2.822 -1.312 0.512 -0.1 0.0 0.5
H 0.808 -1.327 3.763 -0.1 0.0 0.0
H 2.614 -0.474 0.057 0.0 0.0 0.0
C 3.474 2.586 -2.534 0.0 -0.1 0.0
C -3.911 -2.345 2.365 -0.2 -0.3 0.1
C 1.703 -2.763 2.423 -0.1 0.0 0.0
C 0.695 3.733 0.088 0.0 0.0 0.0
H -3.190 -0.310 2.263 0.0 0.0 0.0
Cr -1.541 0.040 -0.656 0.1 -0.2 0.2
C 1.503 2.595 0.077 -0.1 -0.1 -0.1
C -2.043 3.171 2.135 -0.2 -0.1 1.5
C -4.064 -3.527 1.683 0.1 0.2 0.0
H 1.993 -0.236 -3.653 0.0 0.0 -0.1
H 2.531 -3.025 0.423 0.0 -0.1 0.0
H 3.212 1.679 1.005 0.0 0.0 0.0
C -3.296 -1.255 1.743 0.2 0.2 -0.3
C -2.523 -3.599 -2.255 0.1 0.3 0.1
C -3.176 -4.729 -1.753 -0.2 -0.1 0.3
C 4.394 2.775 -3.557 0.1 0.1 0.0
H -2.568 4.118 2.142 0.1 0.1 -0.2
C 2.595 1.502 -2.542 0.0 0.1 0.2
H 3.627 0.087 -5.461 0.0 0.0 0.0
H -0.801 2.234 -2.166 0.0 0.0 0.0
H 1.619 -3.615 3.100 0.1 0.0 0.0
C -3.673 -4.756 -0.472 0.1 -0.1 -0.3
C 0.646 -0.578 1.766 -0.1 0.0 0.1
H 3.434 3.294 -1.713 0.0 0.0 0.0
C 4.454 1.877 -4.612 0.0 0.0 0.0
H 5.167 2.024 -5.414 0.0 0.0 0.0
C -2.355 -2.456 -1.479 0.0 0.1 0.1
H 2.142 5.502 2.591 0.0 0.0 0.0
H 2.683 -2.312 2.598 0.0 0.0 0.0
H 5.065 3.626 -3.532 0.0 0.0 0.0
H 1.405 -4.292 0.884 0.1 0.0 0.0
O -1.591 1.427 0.623 0.0 1.6 1.7
H -0.972 3.274 2.257 0.0 0.0 -0.2
H -0.117 3.811 -0.628 0.0 0.0 0.0
H -0.380 0.727 -2.966 0.0 -0.1 0.0
N -3.618 2.370 0.471 0.1 0.0 0.3
O -1.717 -1.386 -1.812 -0.1 -1.9 -2.0
H 1.573 -0.014 1.914 0.0 0.0 0.0
H -0.177 0.110 1.983 0.1 0.0 0.0
Cl -4.415 -6.209 0.122 -0.1 -0.1 0.0
H -3.881 1.660 -0.198 0.0 0.1 -0.1
C -3.581 -3.624 0.362 0.1 0.3 0.0
C -2.946 -2.478 -0.171 -0.2 -0.3 -0.1
C 2.551 2.540 0.999 0.0 0.0 0.0
C 3.590 0.791 -4.639 0.0 -0.1 0.0
H -0.493 -2.799 0.661 0.0 0.0 0.0
C 0.919 4.772 0.982 0.0 0.1 0.0
C 2.777 3.568 1.903 0.0 0.0 0.0
H 1.786 -1.131 -1.343 0.0 0.0 0.0
C -0.447 1.212 -1.988 0.6 0.4 0.2
H 0.445 -2.741 -0.819 -0.1 0.1 0.0
H 3.597 3.501 2.607 0.0 0.0 0.0
C 1.960 4.691 1.897 0.0 0.0 0.0
H -4.547 -4.380 2.139 0.0 0.0 0.0
Si 1.250 1.245 -1.227 -0.1 -0.2 -0.6
H -4.329 2.953 0.876 0.0 0.0 0.0
I -2.696 2.245 4.051 0.2 0.3 -0.8
C 0.462 -2.481 0.239 0.2 -0.1 0.1
C 2.673 0.611 -3.615 0.0 0.0 0.0
C 1.652 -0.473 -0.479 -0.1 0.3 0.0
H -0.360 -2.201 2.789 0.0 0.0 0.0
```
Positions in Å, forces in eV/Å.

## Properties
gap between HOMO and LUMO (alpha / beta): 5.7 / 6.5 eV
multiplicity: 5
LUMO (alpha / beta): -0.9873 / -1.0419 eV
⟨S²⟩: 6.026
total energy: -109641.848 eV


4.
Computed, not measured: a structure of composition C41H42BrCaN5O5 in a non-equilibrium geometry, with the ωB97M-V functional and the def2-TZVPD basis.

Structure (XYZ):
```
95
Properties=species:S:1:pos:R:3:forces:R:3
C -3.992 -0.950 2.886 0.0 0.0 0.0
H 3.336 -0.588 5.125 -0.1 0.0 -0.1
H 1.962 -2.870 -3.403 0.0 0.0 0.0
C 2.418 -0.246 3.214 0.0 -0.1 0.1
O -0.974 -1.538 0.939 -0.6 -0.5 1.3
H 2.206 -2.931 3.747 0.1 0.0 -0.1
H 2.840 1.668 0.664 0.1 0.0 0.0
C 1.244 -0.984 -4.223 -0.1 0.0 0.1
C 3.192 -2.660 3.362 0.1 0.0 0.1
H -4.127 0.966 1.143 -0.1 0.1 0.1
H 0.292 -2.478 -2.960 0.0 0.0 -0.1
H 3.566 -3.498 2.761 0.0 0.1 0.1
O -1.943 -1.807 -1.944 -0.7 -1.7 -0.6
C 2.186 -0.990 -5.430 0.1 0.0 -0.1
C 0.433 3.788 1.956 0.1 0.0 0.0
C -1.983 2.363 -1.471 0.0 -0.3 0.0
H -4.866 -0.304 2.866 0.0 0.0 0.0
H 2.312 0.017 -5.844 0.0 -0.1 0.1
H -2.206 3.172 2.482 0.1 -0.1 0.1
H -1.923 1.706 3.439 0.0 0.0 0.0
H 1.355 3.645 1.385 -0.1 0.0 0.0
C -0.397 -6.226 -0.157 -0.3 0.0 -0.2
C -1.725 -2.532 2.938 -0.1 -0.1 0.1
H 0.079 -7.069 0.332 0.0 0.0 0.0
C -2.631 4.801 -1.261 0.0 0.0 -0.1
C 2.972 0.690 -3.214 -0.1 0.0 0.1
H 0.646 -3.042 -4.592 0.0 0.1 0.1
H -3.099 -5.562 -1.860 0.0 0.0 0.0
C -2.724 6.092 -1.763 0.1 -0.1 -0.1
C -1.643 4.034 -3.324 0.0 -0.1 0.0
C 1.524 0.562 2.495 -0.1 0.2 -0.2
H 0.674 4.389 2.843 0.0 0.0 -0.1
C 2.639 0.027 4.561 0.0 0.0 0.0
H 3.175 -1.378 -5.159 -0.1 0.0 0.0
H -2.550 -3.405 4.697 0.0 0.0 0.0
C 1.066 1.837 4.485 0.0 -0.1 0.0
C 4.524 -0.977 2.049 0.1 0.0 0.0
C -2.414 -2.996 -2.080 0.2 0.8 0.0
H 4.477 -0.155 1.330 0.0 -0.1 0.1
H 3.936 1.945 -1.637 -0.1 0.0 0.0
O -1.113 3.095 -4.121 -0.1 0.1 -0.2
C -3.863 -1.893 3.887 0.2 -0.1 -0.1
H 2.164 1.274 6.249 0.0 0.0 0.0
H 1.766 -1.629 -6.216 0.1 0.1 0.1
C 3.124 -1.393 2.509 0.0 0.0 0.1
H 2.539 -1.623 1.619 -0.1 0.0 0.0
C -2.103 3.757 -2.021 0.1 -0.1 -0.1
C -0.179 2.445 2.365 0.1 0.0 0.1
C -2.694 -2.675 3.907 -0.1 0.1 -0.1
C -1.860 -1.605 1.866 0.2 0.1 -0.3
H 0.059 -2.926 -0.700 0.0 -0.2 0.0
N 1.367 -0.162 -1.836 0.9 0.2 -0.3
H -2.973 4.561 -0.259 0.0 0.0 -0.1
C -1.626 -4.107 -1.379 0.1 0.0 0.0
H -1.390 5.513 -4.841 0.0 0.0 0.1
H -0.420 1.910 1.453 -0.1 -0.1 -0.1
H -0.823 -3.135 2.949 0.0 0.0 0.0
H -4.629 -2.010 4.644 0.0 0.0 0.0
C 0.811 1.590 3.138 0.1 0.1 0.0
O -1.252 1.522 -2.137 -0.6 0.6 0.5
H -2.342 7.348 -3.470 0.0 0.0 0.0
C 3.166 1.250 -1.947 0.0 0.0 -0.1
N -2.339 0.866 0.193 -0.7 0.9 0.1
Br 1.855 -4.758 0.781 -0.1 0.0 -0.1
C 1.857 -0.160 -3.099 0.0 0.0 0.1
C -1.484 2.659 3.129 -0.1 0.1 0.0
C -3.204 0.403 1.013 0.2 -0.2 0.3
H -1.330 3.275 4.025 0.0 -0.1 -0.1
O -3.414 -3.334 -2.710 0.1 0.0 0.1
H 5.122 -0.647 2.908 0.0 0.0 -0.1
N -2.636 2.134 -0.354 0.1 -0.2 0.0
H 0.533 2.642 4.985 0.1 -0.1 0.0
C -1.744 5.330 -3.833 -0.1 0.2 0.1
C 2.119 0.928 0.295 -0.1 -0.2 -0.3
C 1.026 -2.431 -3.764 0.0 0.0 0.0
C 0.201 -4.980 -0.130 0.0 0.0 0.0
N -1.565 -6.443 -0.771 0.1 0.3 0.0
H -3.133 6.890 -1.152 0.0 0.0 0.0
H 0.020 0.655 -4.971 0.0 -0.1 0.0
C -2.279 6.346 -3.060 0.0 0.0 0.1
C -2.151 -5.393 -1.364 0.2 -0.3 0.2
H -1.086 2.262 -3.578 0.2 -0.1 0.3
C -0.406 -3.901 -0.743 -0.1 0.1 -0.1
H 3.561 0.876 -4.101 0.0 0.0 0.1
C -0.104 -0.392 -4.670 0.0 0.1 0.0
H 5.042 -1.816 1.569 -0.1 0.1 0.0
H -0.268 4.353 1.332 0.1 -0.1 0.1
Ca -0.782 -0.395 -0.854 1.4 0.4 -0.6
H -0.857 -0.435 -3.880 0.1 0.0 0.0
N 1.350 0.313 1.115 -0.1 0.2 -0.1
C 1.979 1.070 5.200 0.0 0.0 -0.2
C 2.175 0.710 -1.127 -0.1 -0.2 0.1
H 3.874 -2.539 4.213 -0.1 0.0 -0.1
H -0.496 -0.955 -5.528 0.1 0.1 0.1
C -3.022 -0.761 1.894 0.0 0.3 -0.2
```
Positions in Å, forces in eV/Å.

## Properties
gap between HOMO and LUMO: 6.5 eV
LUMO: 4.1256 eV
total charge: -2
energy relative to the best compared isomer or geometry (same formula, charge and spin): 0.0 kcal/mol
total energy: -149376.132 eV